Molecular formula: C40H66AgBN6O5P
Method: DFT, ωB97M-V/def2-TZVPD

For the molecular weight, the calculation gives 860.7 g/mol. The value obtained for the gap between HOMO and LUMO is 8.12 eV. Its energy above the lowest of the compared OMol25 structures with the same formula, charge and spin is 0.0 kJ/mol.

ORCA input file:
```
! wB97M-V def2-TZVPD RIJCOSX def2/J DEFGRID3
* xyz -1 1
Ag 0.489 0.000 0.345
C -2.257 -1.131 -4.653
C -1.919 -1.575 -3.265
C -2.273 -2.738 -2.618
C -1.688 -2.624 -1.332
N -1.034 -1.488 -1.218
N -1.175 -0.838 -2.407
B -0.599 0.584 -2.663
N -1.282 1.608 -1.693
N -1.657 1.207 -0.445
C -2.504 2.107 0.010
C -2.690 3.133 -0.948
C -1.915 2.759 -2.024
C -1.782 3.424 -3.357
C -3.310 1.883 1.274
C -3.646 3.228 1.919
C -4.609 1.172 0.855
C -2.580 0.996 2.283
N 0.969 0.535 -2.611
N 1.591 -0.386 -1.817
C 2.835 -0.484 -2.244
C 3.046 0.385 -3.337
C 1.834 1.008 -3.536
C 1.467 2.037 -4.556
C 3.815 -1.442 -1.604
C 4.760 -1.993 -2.675
C 3.062 -2.606 -0.951
C 4.624 -0.694 -0.540
C -1.768 -3.615 -0.192
C -3.240 -3.851 0.163
C -1.130 -4.940 -0.627
C -1.031 -3.088 1.038
H -2.845 -1.908 -5.144
H -1.361 -0.948 -5.248
H -2.841 -0.208 -4.651
H -2.867 -3.545 -3.022
H -0.900 0.922 -3.783
H -3.311 4.015 -0.881
H -2.289 4.389 -3.327
H -2.233 2.822 -4.150
H -0.743 3.595 -3.637
H -4.307 3.825 1.285
H -2.735 3.804 2.104
H -4.153 3.068 2.876
H -5.160 1.767 0.121
H -5.253 1.006 1.726
H -4.375 0.206 0.400
H -1.723 1.508 2.720
H -2.197 0.098 1.795
H -3.278 0.702 3.074
H 3.952 0.553 -3.900
H 2.328 2.234 -5.194
H 1.176 2.977 -4.083
H 0.635 1.712 -5.183
H 4.199 -2.461 -3.488
H 5.423 -2.745 -2.234
H 5.385 -1.203 -3.104
H 2.450 -3.133 -1.689
H 2.398 -2.254 -0.161
H 3.780 -3.310 -0.517
H 5.162 0.150 -0.981
H 5.350 -1.362 -0.062
H 3.950 -0.303 0.221
H -3.799 -4.233 -0.696
H -3.711 -2.917 0.483
H -3.324 -4.578 0.978
H -1.613 -5.333 -1.526
H -1.221 -5.687 0.168
H -0.068 -4.797 -0.849
H -1.473 -2.151 1.389
H 0.019 -2.890 0.820
H -1.089 -3.825 1.847
C 1.389 2.240 4.957
C 1.707 3.469 4.114
C 2.810 4.286 4.767
C 0.460 4.321 3.910
O 2.269 3.058 2.859
P 1.441 2.446 1.612
O 2.456 1.855 0.694
O 0.318 1.598 2.136
O 0.751 3.732 0.952
C 1.392 4.640 0.037
C 1.598 3.941 -1.302
C 2.720 5.146 0.587
C 0.394 5.777 -0.101
H 1.026 2.547 5.942
H 2.291 1.637 5.087
H 0.626 1.635 4.462
H 2.503 4.616 5.763
H 3.040 5.165 4.159
H 3.716 3.682 4.858
H 0.083 4.642 4.884
H -0.321 3.756 3.395
H 0.693 5.205 3.311
H 2.289 3.103 -1.198
H 1.988 4.653 -2.035
H 0.642 3.548 -1.651
H 3.410 4.318 0.766
H 2.572 5.682 1.529
H 3.169 5.827 -0.139
H -0.561 5.383 -0.459
H 0.763 6.525 -0.808
H 0.229 6.255 0.869
C 0.718 -1.446 4.068
C 1.868 -1.167 3.127
O 1.708 -1.317 1.940
C 3.161 -0.668 3.688
C 3.569 -1.059 4.960
C 4.769 -0.598 5.478
C 5.549 0.279 4.732
C 5.131 0.683 3.471
C 3.942 0.203 2.938
H -0.209 -1.228 3.539
H 0.774 -0.861 4.985
H 0.723 -2.510 4.325
H 2.951 -1.728 5.548
H 5.090 -0.913 6.463
H 6.479 0.654 5.143
H 5.726 1.381 2.894
H 3.589 0.538 1.963
*
```

***

Molecular formula: C6H13NOSi
Method: DFT, ωB97M-V/def2-TZVPD

For the molecular weight, the calculation gives 143.3 g/mol. The structure (SMILES) is C[C@@](O)(C#N)[Si](C)(C)C. The value obtained for the gap between HOMO and LUMO is 11.02 eV. Its energy above the lowest of the compared OMol25 structures with the same formula, charge and spin is 339.8 kJ/mol.

ORCA input file:
```
! wB97M-V def2-TZVPD RIJCOSX def2/J DEFGRID3
* xyz 0 1
C 1.215 1.356 -1.186
C -0.058 1.119 -0.452
O 0.133 2.083 0.912
C -1.127 1.422 -1.260
N -1.952 1.442 -2.085
Si -0.245 -0.748 0.320
C 0.924 -0.819 1.877
C -2.040 -0.631 0.939
C 0.305 -1.859 -1.082
H 1.290 2.374 -1.568
H 2.085 1.199 -0.470
H 1.287 0.537 -1.961
H 0.339 2.922 0.624
H 2.001 -0.917 1.618
H 1.001 0.066 2.564
H 0.611 -1.563 2.589
H -2.597 0.083 0.289
H -2.701 -1.535 0.975
H -1.858 -0.183 1.948
H -0.226 -2.832 -1.267
H 0.143 -1.385 -2.110
H 1.469 -2.131 -1.215
*
```

***

Molecular formula: C10H36N2O7
Method: DFT, ωB97M-V/def2-TZVPD

For the molecular weight, the calculation gives 296.4 g/mol. The value obtained for the gap between HOMO and LUMO (spin up / spin down) is 8.48 / 4.84 eV.

ORCA input file:
```
! wB97M-V def2-TZVPD RIJCOSX def2/J DEFGRID3
* xyz 1 2
O -0.245 -0.047 -0.179
H -1.141 -0.387 -0.128
H 0.308 -0.442 -0.857
H -0.274 0.908 -0.270
C -2.609 -2.365 -1.783
C -3.311 -1.596 -0.682
O -2.578 -1.086 0.368
H -1.703 -1.854 -2.109
H -3.288 -2.371 -2.636
H -2.250 -3.335 -1.438
H -4.132 -2.140 -0.214
H -3.766 -0.732 -1.166
C 0.023 4.956 -0.561
C -0.541 3.520 -0.679
C -1.410 3.333 -1.932
O -2.097 2.125 -1.797
C -2.565 1.573 -3.016
N 0.591 2.606 -0.702
H 0.394 5.301 -1.526
H 0.766 4.990 0.236
H -0.820 5.539 -0.193
H -1.191 3.262 0.157
H -0.793 3.495 -2.816
H -2.127 4.154 -1.950
H -3.128 2.296 -3.605
H -3.158 0.667 -2.890
H -1.809 1.289 -3.747
H 1.222 2.913 0.024
H 1.104 2.823 -1.544
C 0.949 -2.417 2.139
C 2.383 -2.564 2.558
C 3.395 -2.055 1.532
O 4.785 -2.289 1.927
C 5.676 -1.954 0.920
N 2.459 -1.753 3.803
H 0.728 -2.729 1.118
H 0.544 -1.406 2.185
H 0.302 -2.988 2.804
H 2.609 -3.584 2.870
H 3.328 -0.969 1.474
H 3.224 -2.546 0.574
H 5.789 -0.889 0.717
H 5.431 -2.537 0.032
H 6.669 -2.327 1.169
H 2.099 -2.398 4.492
H 3.438 -1.701 4.043
O 1.063 -1.004 -2.042
H 1.618 -0.593 -2.703
H 0.783 -1.828 -2.441
O -3.171 1.546 0.877
H -3.218 0.593 0.802
H -3.021 1.850 -0.019
O -2.129 -0.845 3.139
H -2.190 -1.006 2.197
H -3.015 -1.002 3.467
*
```

***

Molecular formula: C25H80O15
Method: DFT, ωB97M-V/def2-TZVPD

For the molecular weight, the calculation gives 620.9 g/mol. The value obtained for the gap between HOMO and LUMO is 9.73 eV. Its energy above the lowest of the compared OMol25 structures with the same formula, charge and spin is 46.9 kJ/mol.

ORCA input file:
```
! wB97M-V def2-TZVPD RIJCOSX def2/J DEFGRID3
* xyz 0 1
C 2.030 0.865 -3.001
C 2.746 -0.418 -3.407
O 2.150 -1.110 -4.465
H 2.578 1.270 -2.150
H 1.035 0.604 -2.641
H 1.890 1.633 -3.762
H 2.866 -1.058 -2.534
H 3.703 -0.076 -3.803
H 2.130 -0.415 -5.127
C 0.377 5.539 -1.648
C 0.730 4.168 -0.998
O -0.466 3.519 -0.619
H 1.259 5.893 -2.182
H 0.021 6.331 -0.989
H -0.475 5.497 -2.326
H 1.332 4.306 -0.099
H 1.347 3.608 -1.700
H -0.460 3.467 0.340
C -0.324 0.374 0.309
C -0.041 -1.104 0.094
O 0.540 -1.647 1.274
H -0.801 0.548 1.273
H -1.000 0.801 -0.433
H 0.550 1.023 0.360
H 0.595 -1.263 -0.777
H -0.972 -1.609 -0.161
H 0.808 -2.553 1.106
C -3.884 2.593 0.916
C -4.166 3.760 -0.018
O -5.488 4.221 0.146
H -3.963 3.011 1.919
H -2.878 2.217 0.729
H -4.499 1.704 0.780
H -4.075 3.443 -1.057
H -3.469 4.592 0.085
H -5.737 4.781 -0.593
C -2.822 3.118 -4.978
C -1.720 3.403 -4.051
O -1.904 2.638 -2.894
H -3.719 3.226 -4.369
H -2.760 2.083 -5.312
H -2.928 3.810 -5.814
H -1.775 4.455 -3.771
H -0.740 3.218 -4.492
H -1.458 3.060 -2.156
C 5.052 -1.910 3.139
C 3.611 -2.185 3.669
O 3.731 -2.806 4.907
H 5.646 -1.276 3.797
H 5.105 -1.376 2.190
H 5.626 -2.799 2.876
H 3.077 -2.823 2.965
H 3.100 -1.229 3.779
H 2.890 -3.002 5.326
C -0.517 -5.972 0.050
C 0.440 -4.892 -0.378
O 1.101 -4.338 0.750
H -1.166 -6.410 -0.709
H -1.197 -5.593 0.814
H 0.023 -6.831 0.446
H -0.069 -4.022 -0.794
H 1.129 -5.226 -1.154
H 1.877 -4.886 0.886
C 4.082 -2.351 -0.237
C 5.437 -2.822 -0.580
O 5.443 -4.227 -0.610
H 3.751 -2.704 0.740
H 3.380 -2.811 -0.932
H 3.988 -1.265 -0.272
H 6.120 -2.437 0.177
H 5.800 -2.382 -1.508
H 5.273 -4.474 -1.521
C -0.797 5.035 3.880
C -1.343 4.012 2.830
O -0.328 3.421 2.103
H -0.211 4.550 4.662
H -1.561 5.559 4.455
H -0.130 5.792 3.467
H -1.972 4.561 2.128
H -1.935 3.249 3.335
H 0.249 2.943 2.703
C -2.216 -1.080 -5.435
C -1.168 -0.746 -4.392
O -1.716 -0.377 -3.156
H -2.824 -1.862 -4.980
H -1.905 -1.617 -6.331
H -2.837 -0.234 -5.732
H -0.515 0.021 -4.809
H -0.499 -1.591 -4.228
H -1.797 0.579 -3.149
C 0.363 -1.061 4.508
O 0.496 -0.093 3.424
H 0.691 -2.061 4.223
H 0.863 -0.742 5.423
H -0.686 -1.257 4.729
H 0.509 -0.684 2.668
C -0.294 -5.062 3.677
O -0.863 -5.029 5.007
H 0.788 -4.977 3.780
H -0.585 -5.947 3.111
H -0.601 -4.165 3.139
H -1.782 -5.305 5.002
C -4.631 -0.088 -1.621
O -3.376 -0.452 -1.031
H -5.068 -0.949 -2.126
H -5.326 0.189 -0.828
H -4.463 0.776 -2.264
H -2.727 -0.630 -1.716
C -3.134 -1.136 2.446
O -3.818 -1.726 1.396
H -3.636 -1.274 3.404
H -2.160 -1.614 2.550
H -2.981 -0.066 2.306
H -3.641 -1.199 0.613
C 3.228 1.089 1.204
O 4.059 1.426 0.111
H 3.784 0.903 2.123
H 2.544 1.912 1.410
H 2.651 0.219 0.891
H 4.400 2.310 0.268
*
```

***

Molecular formula: C24H53F7NO13P3S
Method: DFT, ωB97M-V/def2-TZVPD

For the molecular weight, the calculation gives 821.7 g/mol. The structure (SMILES) is CCOCCOCCOCP(C)(C)(N)S(=O)(=O)C(F)(F)C(F)(F)C(F)(F)F.CCOP(=O)(OCC)OCC.CCOP(=O)(OCC)OCC. The value obtained for the gap between HOMO and LUMO is 8.47 eV.

ORCA input file:
```
! wB97M-V def2-TZVPD RIJCOSX def2/J DEFGRID3
* xyz 0 1
C -0.548 6.052 -2.926
C -0.956 4.842 -3.806
O 0.154 3.980 -4.055
C 0.258 2.997 -3.028
C -0.592 1.736 -3.313
O -0.081 0.595 -2.632
C -1.072 -0.092 -1.888
C -1.300 0.548 -0.479
O -0.657 -0.150 0.576
C 0.750 0.014 0.542
P 1.707 -1.553 0.949
C 2.164 -2.865 -0.283
C 2.200 -1.748 2.750
N 0.269 -2.502 1.328
S 3.624 -0.408 0.573
O 3.629 -0.068 -0.850
O 3.647 0.839 1.332
C 5.176 -1.327 1.102
F 5.571 -0.772 2.264
F 4.978 -2.641 1.367
C 6.399 -1.206 0.126
F 7.510 -1.279 0.907
F 6.480 -0.030 -0.484
C 6.537 -2.411 -0.880
F 5.378 -2.826 -1.359
F 7.302 -2.033 -1.907
F 7.210 -3.388 -0.282
H -0.648 5.734 -1.874
H 0.466 6.425 -3.124
H -1.253 6.876 -3.119
H -1.307 5.232 -4.776
H -1.803 4.304 -3.343
H 1.314 2.673 -3.013
H -0.021 3.477 -2.073
H -1.634 1.950 -3.015
H -0.543 1.516 -4.397
H -2.045 -0.072 -2.415
H -0.826 -1.158 -1.743
H -2.385 0.449 -0.284
H -1.082 1.631 -0.457
H 1.007 0.749 1.334
H 1.073 0.485 -0.404
H 2.798 -3.624 0.204
H 2.709 -2.484 -1.160
H 1.282 -3.399 -0.669
H 2.444 -2.812 2.875
H 3.016 -1.070 3.040
H 1.340 -1.472 3.381
H -0.253 -2.154 2.124
H -0.321 -2.682 0.524
C -4.958 -5.915 -4.298
C -4.663 -5.207 -2.987
O -3.856 -6.005 -2.123
P -2.264 -6.188 -2.463
O -1.708 -4.845 -2.078
O -1.802 -7.027 -1.119
C -0.705 -6.568 -0.329
C -1.191 -5.759 0.856
O -2.554 -7.626 -3.241
C -1.435 -8.465 -3.603
C -1.088 -9.460 -2.507
H -4.049 -6.032 -4.893
H -5.677 -5.347 -4.890
H -5.357 -6.913 -4.118
H -4.178 -4.243 -3.166
H -5.598 -5.020 -2.458
H 0.005 -6.004 -0.934
H -0.173 -7.451 0.037
H -1.910 -4.993 0.563
H -0.352 -5.272 1.357
H -1.700 -6.402 1.577
H -0.570 -7.857 -3.873
H -1.746 -9.016 -4.491
H -0.376 -9.035 -1.801
H -0.616 -10.350 -2.929
H -1.972 -9.757 -1.943
C 2.577 5.047 3.742
C 1.365 4.161 3.513
O 0.151 4.811 3.893
P -0.453 6.002 2.938
O -1.002 5.169 1.810
O -1.879 6.246 3.738
C -3.121 6.202 3.036
C -3.771 4.838 3.167
O 0.269 7.140 3.913
C -0.089 8.531 3.752
C -1.256 8.927 4.644
H 2.567 5.907 3.067
H 3.499 4.492 3.567
H 2.585 5.437 4.761
H 1.308 3.845 2.467
H 1.449 3.267 4.130
H -2.993 6.485 1.992
H -3.776 6.952 3.488
H -3.074 4.031 2.937
H -4.631 4.754 2.499
H -4.111 4.675 4.191
H -0.297 8.756 2.704
H 0.790 9.105 4.048
H -2.208 8.756 4.144
H -1.215 9.991 4.883
H -1.263 8.352 5.570
*
```

***

Molecular formula: C5H10O2
Method: DFT, ωB97M-V/def2-TZVPD

For the molecular weight, the calculation gives 102.1 g/mol. The value obtained for the gap between HOMO and LUMO is 10.32 eV. Its energy above the lowest of the compared OMol25 structures with the same formula, charge and spin is 233.7 kJ/mol.

ORCA input file:
```
! wB97M-V def2-TZVPD RIJCOSX def2/J DEFGRID3
* xyz 0 1
O -2.200 0.610 -0.802
C -1.243 -0.136 -1.534
C 0.129 0.188 -0.963
C 0.242 -0.140 0.528
C 1.553 -0.725 1.080
O 1.609 0.253 2.126
C 0.541 0.996 1.521
H -3.081 0.315 -1.062
H -1.272 0.118 -2.606
H -1.431 -1.220 -1.445
H 0.331 1.256 -1.129
H 0.885 -0.363 -1.539
H -0.620 -0.729 0.856
H 2.403 -0.635 0.385
H 1.520 -1.749 1.474
H -0.238 1.267 2.243
H 0.917 1.908 1.034
*
```

***

Molecular formula: C16H33N4O2S2
Method: DFT, ωB97M-V/def2-TZVPD

For the molecular weight, the calculation gives 377.6 g/mol. The structure (SMILES) is CCC[C@@H]1[NH+]=C(NCCCSC(=S)N(CC)CC)N[C@H](COC)O1. The value obtained for the gap between HOMO and LUMO is 7.43 eV. Its energy above the lowest of the compared OMol25 structures with the same formula, charge and spin is 856.6 kJ/mol.

ORCA input file:
```
! wB97M-V def2-TZVPD RIJCOSX def2/J DEFGRID3
* xyz 1 1
C -5.038 -0.585 -3.165
C -3.551 0.087 -3.511
C -2.821 0.643 -2.114
C -1.224 0.274 -2.142
N -0.810 -0.194 -0.769
C -0.289 0.892 0.119
N -0.771 1.307 1.333
C -1.972 0.636 1.946
C -2.045 0.768 3.608
C -0.580 0.756 4.338
S 0.074 -0.935 4.804
C 0.506 -1.972 3.291
S -0.803 -2.916 2.655
N 1.925 -2.013 2.685
C 2.304 -0.589 2.354
C 3.268 0.116 3.517
C 1.985 -2.941 1.495
C 3.523 -3.079 0.855
N 0.916 1.689 -0.425
C 0.973 1.328 -1.924
C 1.960 2.347 -2.769
O 2.832 1.540 -3.676
C 2.033 0.840 -4.695
O -0.371 1.423 -2.515
H -5.867 0.239 -3.069
H -5.384 -1.333 -4.015
H -4.980 -1.245 -2.174
H -2.926 -0.789 -4.019
H -3.671 0.983 -4.269
H -3.003 1.809 -2.036
H -3.361 0.111 -1.221
H -1.030 -0.631 -2.896
H -1.469 -0.859 -0.329
H -0.308 2.110 1.817
H -2.089 -0.506 1.723
H -2.944 1.196 1.554
H -2.705 1.670 3.967
H -2.614 -0.212 3.981
H 0.270 1.329 3.766
H -0.721 1.348 5.366
H 2.803 -0.429 1.308
H 1.305 0.038 2.350
H 2.741 1.063 3.973
H 4.313 0.424 3.031
H 3.445 -0.630 4.425
H 1.736 -4.043 1.881
H 1.259 -2.630 0.612
H 3.607 -2.181 0.073
H 4.359 -2.975 1.668
H 3.590 -4.074 0.218
H 0.693 2.719 -0.379
H 1.468 0.247 -2.029
H 1.352 3.075 -3.454
H 2.709 2.907 -2.038
H 1.682 -0.245 -4.354
H 1.067 1.437 -5.030
H 2.652 0.659 -5.697
*
```